# 1
C14H21F6N4OP | the ωB97M-V functional and the def2-TZVPD basis

Positions of all 47 atoms, in Å:
C1 -2.41 2.19 -5.25
O1 -2.52 0.80 -5.38
C2 -1.80 0.07 -4.41
C3 -2.56 -1.20 -4.04
C4 -2.71 -1.47 -2.52
C5 -1.54 -1.09 -1.64
C6 -0.22 -1.84 -1.98
C7 0.96 -0.95 -2.29
N1 1.32 -0.10 -1.16
C8 2.32 0.72 -1.12
N2 2.33 1.33 0.05
C9 1.24 0.81 0.76
C10 0.80 1.18 2.12
C11 1.14 2.41 2.58
C12 0.77 2.71 3.87
C13 0.12 1.74 4.55
C14 -0.21 0.54 3.99
N3 0.13 0.24 2.75
N4 0.64 -0.05 0.02
H1 -3.18 2.66 -5.86
H2 -1.44 2.54 -5.63
H3 -2.57 2.53 -4.23
H4 -1.62 0.73 -3.56
H5 -0.81 -0.22 -4.80
H6 -3.55 -1.08 -4.45
H7 -2.10 -2.07 -4.49
H8 -3.61 -0.97 -2.14
H9 -2.90 -2.53 -2.39
H10 -1.34 -0.02 -1.62
H11 -1.80 -1.33 -0.61
H12 0.03 -2.48 -1.13
H13 -0.43 -2.51 -2.81
H14 0.71 -0.35 -3.17
H15 1.81 -1.57 -2.57
H16 3.06 0.88 -1.89
H17 2.99 2.01 0.40
H18 1.67 3.12 1.98
H19 1.02 3.65 4.32
H20 -0.14 1.92 5.58
H21 -0.74 -0.18 4.59
F1 3.62 -1.00 7.03
P1 2.46 -1.83 6.23
F2 3.18 -3.07 7.03
F3 1.41 -0.79 6.99
F4 2.58 -0.62 5.09
F5 1.10 -2.76 6.31
F6 2.80 -2.70 4.87

Summary:
* lowest unoccupied orbital energy: -1.068 eV
* HOMO-LUMO gap: 8.6787 eV
* E_tot: -48461.5728 eV
* 2S+1: 1
* molar mass: 406.3 g/mol
* highest occupied orbital energy: -0.35819 hartree

# 2
C40H29BrF4FeN2O2P | the ωB97M-V functional and the def2-TZVPD basis

Positions of all 80 atoms, in Å:
Fe1 -0.14 -0.48 -1.28
O1 0.61 1.35 -1.45
C1 -0.01 2.45 -1.31
C2 0.70 3.67 -1.12
C3 0.05 4.85 -0.86
C4 -1.35 4.93 -0.84
C5 -2.08 3.79 -1.11
C6 -1.45 2.56 -1.36
C7 -2.20 1.48 -1.94
N1 -1.73 0.29 -2.09
C8 -2.22 -0.51 -3.20
C9 -0.98 -0.81 -4.05
N2 0.17 -1.00 -3.18
C10 1.31 -0.56 -3.56
C11 2.56 -0.79 -2.87
C12 3.75 -0.66 -3.59
C13 4.97 -1.00 -3.06
C14 5.01 -1.50 -1.75
C15 3.87 -1.61 -1.00
C16 2.61 -1.21 -1.50
O2 1.58 -1.21 -0.74
H1 1.78 3.63 -1.14
H2 0.63 5.75 -0.68
H3 -1.86 5.86 -0.63
H4 -3.16 3.83 -1.16
H5 -3.16 1.72 -2.40
H6 -2.95 0.04 -3.81
H7 -2.67 -1.43 -2.85
H8 -0.79 0.00 -4.76
H9 -1.14 -1.73 -4.63
H10 1.39 -0.03 -4.52
H11 3.70 -0.29 -4.62
H12 5.88 -0.90 -3.64
H13 5.96 -1.80 -1.32
H14 3.92 -1.99 0.02
F1 4.17 -2.02 4.77
C17 3.10 -1.67 4.05
C18 2.44 -0.49 4.31
F2 2.83 0.28 5.33
C19 1.34 -0.13 3.54
F3 0.68 0.95 3.96
C20 0.91 -0.87 2.44
P1 -0.24 -0.11 1.16
C21 -1.81 -0.21 2.11
C22 -2.00 -1.15 3.12
C23 -3.23 -1.29 3.75
C24 -4.29 -0.48 3.39
C25 -4.13 0.44 2.36
C26 -2.91 0.56 1.72
C27 0.34 1.62 1.43
C28 -0.41 2.70 1.88
C29 0.18 3.94 2.09
C30 1.53 4.12 1.86
C31 2.29 3.06 1.38
C32 1.70 1.83 1.15
C33 1.50 -2.14 2.32
Br1 0.72 -3.46 1.26
C34 2.59 -2.52 3.09
F4 3.15 -3.72 2.95
H15 -1.18 -1.80 3.41
H16 -3.34 -2.03 4.53
H17 -5.25 -0.59 3.88
H18 -4.97 1.05 2.05
H19 -2.81 1.24 0.88
H20 -1.46 2.58 2.10
H21 -0.42 4.76 2.45
H22 2.00 5.08 2.05
H23 3.34 3.19 1.17
H24 2.28 1.01 0.73
C35 -2.49 -4.71 -0.88
C36 -3.06 -3.54 -0.38
C37 -2.37 -2.33 -0.48
C38 -1.10 -2.21 -1.06
C39 -0.58 -3.41 -1.59
C40 -1.25 -4.63 -1.51
H25 -3.01 -5.66 -0.80
H26 -4.04 -3.58 0.09
H27 -2.87 -1.44 -0.10
H28 0.39 -3.38 -2.07
H29 -0.80 -5.52 -1.92

Summary:
* lowest unoccupied orbital energy (spin up / spin down): 2.504 / 2.504 eV
* net charge: -1
* HOMO-LUMO gap (spin up / spin down): 6.4591 / 6.4578 eV
* E_tot: -173614.9810 eV
* 2S+1: 1
* molar mass: 812.4 g/mol
* highest occupied orbital energy (spin up / spin down): -0.14535 / -0.14530 hartree

# 3
C19H11BeCl4O4Te | the ωB97M-V functional and the def2-TZVPD basis

Positions of all 40 atoms, in Å:
Be1 -3.38 1.06 -0.88
Cl1 -2.96 -4.81 1.13
C1 -2.96 -3.10 1.01
C2 -2.47 -2.28 2.08
Cl2 -1.68 -3.07 3.44
C3 -2.51 -0.90 2.03
Cl3 -2.08 0.07 3.36
C4 -2.89 -0.32 0.82
O1 -2.77 0.97 0.52
C5 -3.43 -1.09 -0.24
O2 -3.69 -0.36 -1.31
C6 -3.46 -2.47 -0.11
Cl4 -4.02 -3.43 -1.43
O3 -4.70 3.71 -2.62
C7 -3.65 3.14 -2.63
O4 -3.28 2.15 -1.93
H1 -2.90 3.55 -3.29
Te1 1.07 -0.65 1.29
C8 3.04 -1.26 0.73
C9 3.52 -2.50 1.10
C10 4.74 -2.92 0.63
C11 5.52 -2.18 -0.22
C12 5.10 -0.87 -0.52
C13 3.90 -0.41 -0.09
C14 0.72 1.09 0.26
C15 0.32 1.15 -1.11
C16 -0.14 2.36 -1.56
C17 -0.22 3.45 -0.78
C18 0.25 3.37 0.52
C19 0.80 2.21 1.04
H2 2.96 -3.11 1.77
H3 5.04 -3.97 0.80
H4 6.47 -2.57 -0.55
H5 5.79 -0.19 -1.04
H6 3.58 0.63 -0.22
H7 0.32 0.26 -1.72
H8 -0.55 2.53 -2.56
H9 -0.58 4.39 -1.13
H10 0.07 4.22 1.27
H11 1.13 2.14 2.15

Summary:
* lowest unoccupied orbital energy: 2.331 eV
* net charge: -1
* HOMO-LUMO gap: 7.2025 eV
* E_tot: -85861.4818 eV
* 2S+1: 1
* molar mass: 581.7 g/mol
* highest occupied orbital energy: -0.17903 hartree

# 4
C22H23AsN4O7S2V | the ωB97M-V functional and the def2-TZVPD basis

Positions of all 60 atoms, in Å:
V1 0.44 -0.40 0.32
O1 -5.55 -0.65 1.69
C1 -4.22 -0.70 1.39
C2 -3.26 -0.93 2.39
C3 -1.94 -0.96 2.01
N1 -1.57 -0.79 0.73
C4 -2.46 -0.56 -0.22
C5 -3.82 -0.51 0.06
C6 -1.87 -0.33 -1.62
O2 -2.66 -0.38 -2.56
O3 -0.62 -0.14 -1.61
C7 -0.77 -1.21 2.99
O4 -1.08 -1.49 4.15
O5 0.37 -1.15 2.44
H1 -5.65 -0.77 2.63
H2 -3.51 -1.08 3.43
H3 -4.52 -0.33 -0.74
S1 2.84 0.48 0.27
C8 3.03 1.13 -1.36
C9 3.46 0.23 -2.35
C10 3.68 0.59 -3.67
C11 4.15 -0.40 -4.61
N2 4.52 -1.20 -5.35
C12 3.46 1.92 -4.05
C13 3.02 2.82 -3.10
C14 2.79 2.50 -1.75
S2 2.25 3.76 -0.69
C15 3.69 2.36 -5.41
N3 3.88 2.73 -6.48
H4 3.62 -0.79 -2.04
H5 2.84 3.85 -3.40
C16 -0.85 4.75 2.37
N4 -0.12 3.53 2.09
C17 1.01 3.14 2.94
C18 -0.51 2.67 1.12
C19 -1.60 3.11 0.18
O6 0.05 1.59 1.01
H6 -0.39 5.23 3.24
H7 -1.90 4.56 2.61
H8 -0.80 5.45 1.54
H9 1.54 4.04 3.25
H10 1.69 2.52 2.35
H11 0.67 2.59 3.82
H12 -1.48 4.15 -0.11
H13 -2.58 2.96 0.63
H14 -1.52 2.48 -0.71
C20 0.57 -4.36 1.76
As1 0.39 -3.77 -0.06
C21 1.21 -5.13 -1.15
C22 -1.50 -3.83 -0.50
O7 1.11 -2.33 -0.37
H15 0.08 -5.32 1.91
H16 0.15 -3.60 2.42
H17 1.64 -4.44 1.98
H18 0.85 -6.12 -0.88
H19 2.29 -5.07 -0.99
H20 0.99 -4.91 -2.19
H21 -1.80 -4.85 -0.70
H22 -1.65 -3.21 -1.38
H23 -2.08 -3.43 0.33

Summary:
* lowest unoccupied orbital energy (spin up / spin down): 3.769 / 3.769 eV
* net charge: -2
* HOMO-LUMO gap (spin up / spin down): 4.5285 / 4.5575 eV
* E_tot: -151682.2746 eV
* 2S+1: 4
* molar mass: 645.4 g/mol
* highest occupied orbital energy (spin up / spin down): -0.02793 / -0.02900 hartree

# 5
C3H34O13S | the ωB97M-V functional and the def2-TZVPD basis

Positions of all 51 atoms, in Å:
C1 1.12 1.31 -2.36
C2 2.09 0.36 -1.57
S1 3.60 1.42 -1.33
C3 3.50 2.07 0.41
H1 0.49 1.76 -1.59
H2 0.57 0.67 -3.09
H3 1.65 2.06 -2.90
H4 2.32 -0.57 -2.07
H5 1.77 0.10 -0.60
H6 4.30 1.63 0.97
H7 3.44 3.14 0.55
H8 2.56 1.83 0.88
H9 4.42 -1.61 -1.98
H10 3.42 -1.17 -3.03
O1 3.69 -2.02 -2.57
H11 -3.21 0.96 -0.10
H12 -2.46 2.36 0.14
O2 -2.44 1.45 0.05
H13 2.19 -2.31 -0.41
H14 2.70 -3.09 0.74
O3 2.04 -2.42 0.53
H15 -2.69 -2.61 2.35
H16 -2.20 -1.80 3.51
O4 -2.93 -1.85 2.83
H17 -1.18 4.01 -0.50
H18 -0.21 4.91 -1.42
O5 -0.29 4.10 -0.85
H19 1.24 0.17 1.95
H20 1.34 -1.31 2.17
O6 1.29 -0.48 2.63
H21 -1.53 -4.13 -1.07
H22 -2.99 -3.57 -0.58
O7 -1.98 -3.47 -0.53
H23 -2.55 2.42 2.30
H24 -2.02 2.29 3.70
O8 -2.15 2.98 3.01
H25 -4.17 -0.69 1.43
H26 -2.96 -1.47 0.93
O9 -3.65 -0.81 0.60
H27 -0.43 -1.95 -1.95
H28 0.25 -3.09 -2.84
O10 0.34 -2.52 -2.07
H29 -2.83 0.19 -1.68
H30 -3.16 -1.18 -1.30
O11 -2.88 -0.66 -2.09
H31 0.08 3.31 2.00
H32 0.63 3.35 0.42
O12 0.70 3.05 1.30
H33 -0.47 -3.14 1.52
H34 -0.10 -1.61 1.51
O13 -0.28 -2.38 2.05

Summary:
* lowest unoccupied orbital energy: -0.034 eV
* HOMO-LUMO gap: 8.0580 eV
* E_tot: -41113.6219 eV
* 2S+1: 1
* molar mass: 310.4 g/mol
* highest occupied orbital energy: -0.29738 hartree

# 6
C12H16ClIN2O2PPt | the ωB97M-V functional and the def2-TZVPD basis

Positions of all 36 atoms, in Å:
C1 5.44 -1.34 -3.15
C2 4.82 -1.11 -1.79
H1 6.53 -1.48 -3.02
H2 5.27 -0.47 -3.79
H3 5.01 -2.24 -3.61
O1 5.38 -0.88 -0.75
I1 2.64 -1.23 -1.71
Pt1 -0.24 0.04 0.47
P1 0.27 2.12 -0.20
C3 0.36 3.35 1.15
C4 1.80 2.32 -1.12
H4 -1.06 1.97 -2.19
H5 -0.90 3.69 -1.67
H6 -2.04 2.58 -0.83
C5 -1.06 2.66 -1.33
H7 1.77 1.67 -2.00
H8 1.93 3.36 -1.43
H9 0.54 4.36 0.75
H10 1.20 3.10 1.82
H11 2.64 2.02 -0.50
H12 -0.57 3.37 1.74
C6 0.51 0.15 2.15
O2 1.00 0.12 3.20
Cl1 -0.95 -0.57 -1.67
N1 -5.94 -4.18 2.96
C7 -5.08 -3.53 2.49
C8 -4.01 -2.75 1.91
C9 -4.16 -1.39 1.67
C10 -3.06 -0.65 1.24
N2 -1.87 -1.24 1.06
C11 -1.73 -2.57 1.17
C12 -2.79 -3.36 1.61
H13 -5.11 -0.86 1.80
H14 -3.14 0.42 1.02
H15 -0.76 -3.00 0.89
H16 -2.64 -4.43 1.71

Summary:
* lowest unoccupied orbital energy (spin up / spin down): -11.117 / -14.289 eV
* net charge: +3
* HOMO-LUMO gap (spin up / spin down): 4.3012 / 4.7109 eV
* E_tot: -52902.1261 eV
* 2S+1: 5
* molar mass: 608.7 g/mol
* highest occupied orbital energy (spin up / spin down): -0.56660 / -0.69822 hartree

# 7
C22H47NO4PbSi2 | the ωB97M-V functional and the def2-TZVPD basis

Positions of all 77 atoms, in Å:
O1 -1.32 3.06 -0.13
O2 0.19 5.39 -2.84
C1 -2.62 3.27 -0.78
C2 -3.76 3.34 0.22
H1 -2.74 2.43 -1.48
H2 -2.57 4.18 -1.38
H3 -3.79 2.46 0.89
H4 -4.72 3.37 -0.33
H5 -3.70 4.25 0.83
C3 -0.71 4.25 0.48
C4 -1.26 5.56 -0.05
H6 0.37 4.17 0.26
H7 -0.86 4.15 1.57
H8 -1.11 5.63 -1.14
H9 -0.69 6.38 0.41
H10 -2.31 5.69 0.21
C5 1.46 4.82 -2.49
C6 -0.34 5.18 -4.17
C7 2.28 5.94 -1.86
H11 2.00 4.37 -3.35
H12 1.29 4.03 -1.74
H13 2.26 6.84 -2.49
H14 3.33 5.65 -1.70
H15 1.83 6.21 -0.89
C8 -0.23 6.46 -4.98
H16 -1.41 4.95 -4.00
H17 0.13 4.32 -4.67
H18 -0.71 7.29 -4.44
H19 -0.72 6.34 -5.95
H20 0.82 6.72 -5.16
H21 0.56 1.66 -5.32
Pb1 -0.95 0.73 0.47
C9 0.05 1.50 -4.37
Si1 -0.27 -0.35 -4.61
H22 -0.84 2.16 -4.32
H23 0.73 1.72 -3.52
C10 -1.68 -0.42 -5.86
C11 -0.57 -1.51 -3.15
C12 1.44 -0.81 -5.28
C13 -0.97 1.18 2.81
Si2 0.69 1.83 3.51
H24 -1.25 0.22 3.30
H25 -1.79 1.91 3.01
C14 0.26 3.40 4.44
C15 2.03 2.27 2.26
C16 1.41 0.46 4.57
H26 2.08 0.08 -5.33
H27 1.40 -1.25 -6.28
H28 1.94 -1.52 -4.60
H29 -2.66 -0.56 -5.38
H30 -1.54 -1.24 -6.57
H31 -1.74 0.52 -6.43
H32 -1.38 -1.21 -2.48
H33 0.34 -1.61 -2.54
H34 -0.80 -2.52 -3.53
H35 1.81 3.21 1.73
H36 2.16 1.46 1.52
H37 2.98 2.39 2.81
H38 2.24 0.83 5.19
H39 1.79 -0.35 3.94
H40 0.64 0.06 5.24
H41 0.96 3.58 5.26
H42 -0.75 3.31 4.87
H43 0.27 4.28 3.77
O3 2.72 -1.57 1.12
C17 1.59 -1.23 0.78
O4 1.22 -0.01 0.43
C18 0.49 -2.29 0.76
C19 0.77 -3.65 0.87
C20 -0.28 -4.55 0.85
C21 -1.59 -4.07 0.70
C22 -1.79 -2.70 0.60
N1 -0.78 -1.83 0.65
H44 1.82 -3.93 0.97
H45 -0.09 -5.61 0.95
H46 -2.45 -4.74 0.65
H47 -2.80 -2.27 0.47

Summary:
* lowest unoccupied orbital energy: 0.259 eV
* HOMO-LUMO gap: 7.7096 eV
* E_tot: -54260.2754 eV
* 2S+1: 1
* molar mass: 653.0 g/mol
* highest occupied orbital energy: -0.27379 hartree

# 8
C7H15S | the ωB97M-V functional and the def2-TZVPD basis

Positions of all 23 atoms, in Å:
C1 1.79 0.79 1.44
C2 1.75 -0.58 2.06
C3 1.00 -1.59 1.64
C4 0.88 -2.90 2.37
H1 1.13 0.86 0.57
H2 1.46 1.53 2.17
H3 2.82 1.00 1.11
H4 2.43 -0.78 2.89
H5 0.40 -1.48 0.75
H6 1.32 -2.82 3.36
H7 -0.17 -3.16 2.50
H8 1.35 -3.72 1.82
C5 -1.23 -0.30 -3.05
C6 -1.28 -0.43 -1.54
C7 -1.77 0.87 -0.88
S1 -0.49 2.17 -0.84
H9 -2.20 -0.07 -3.50
H10 -0.85 -1.20 -3.54
H11 -0.58 0.55 -3.30
H12 -1.84 -1.31 -1.21
H13 -0.24 -0.55 -1.20
H14 -2.16 0.68 0.13
H15 -2.63 1.25 -1.44

Summary:
* lowest unoccupied orbital energy: 3.522 eV
* net charge: -1
* HOMO-LUMO gap: 5.8260 eV
* E_tot: -18337.6818 eV
* 2S+1: 1
* molar mass: 131.3 g/mol
* highest occupied orbital energy: -0.08467 hartree

# 9
C6H13N | the ωB97M-V functional and the def2-TZVPD basis

Positions of all 20 atoms, in Å:
C1 -0.85 -0.05 1.27
C2 0.09 -2.21 0.03
C3 1.40 0.98 1.25
C4 -1.38 0.97 -1.48
C5 0.06 0.71 0.62
N1 0.76 -1.81 -1.00
C6 0.00 0.93 -0.82
H1 1.77 -1.80 -0.84
H2 0.47 -0.13 -1.22
H3 -0.72 -0.30 2.31
H4 -1.84 -0.23 0.86
H5 0.54 -2.50 0.98
H6 -0.95 -2.44 -0.12
H7 0.59 1.80 -1.11
H8 1.62 2.05 1.22
H9 1.43 0.65 2.29
H10 2.19 0.47 0.71
H11 -2.03 1.70 -0.99
H12 -1.85 -0.01 -1.42
H13 -1.28 1.23 -2.53

Summary:
* lowest unoccupied orbital energy: 1.063 eV
* HOMO-LUMO gap: 10.0066 eV
* E_tot: -7920.9128 eV
* structure (SMILES): C=C(C)CC.C=N
* 2S+1: 1
* molar mass: 99.2 g/mol
* highest occupied orbital energy: -0.32866 hartree

# 10
H6N3OP | the ωB97M-V functional and the def2-TZVPD basis

Positions of all 11 atoms, in Å:
N1 -0.38 -1.36 -0.45
N2 -0.26 0.04 1.65
N3 -0.39 1.28 -0.80
O1 2.72 -0.08 -0.29
P1 0.39 0.05 0.12
H1 -0.15 -1.54 -1.42
H2 -1.40 -1.20 -0.45
H3 0.05 0.78 2.24
H4 -0.07 -0.83 2.12
H5 -0.85 0.93 -1.62
H6 0.33 1.93 -1.09

Summary:
* lowest unoccupied orbital energy (spin up / spin down): -0.200 / -0.275 eV
* HOMO-LUMO gap (spin up / spin down): 8.5670 / 8.5582 eV
* E_tot: -15900.8379 eV
* 2S+1: 1
* molar mass: 95.0 g/mol
* highest occupied orbital energy (spin up / spin down): -0.32220 / -0.32460 hartree

# 11
C5H10O | the ωB97M-V functional and the def2-TZVPD basis

Positions of all 16 atoms, in Å:
C1 0.02 0.98 -1.73
C2 -0.37 0.48 -0.35
C3 -0.80 -1.01 -0.24
C4 0.53 -1.36 0.49
C5 0.86 0.13 0.50
O1 1.75 0.79 0.97
H1 0.49 1.97 -1.66
H2 0.75 0.30 -2.20
H3 -0.85 1.05 -2.39
H4 -1.05 1.19 0.14
H5 -1.69 -1.16 0.38
H6 -0.95 -1.51 -1.20
H7 0.45 -1.82 1.48
H8 1.24 -1.94 -0.11
H9 -0.51 0.83 3.09
H10 0.14 1.07 2.83

Summary:
* lowest unoccupied orbital energy: 1.057 eV
* HOMO-LUMO gap: 10.4899 eV
* E_tot: -7393.0479 eV
* structure (SMILES): C[C@H]1CCC1=O.[H][H]
* 2S+1: 1
* molar mass: 86.1 g/mol
* highest occupied orbital energy: -0.34664 hartree

# 12
C5H10O | the ωB97M-V functional and the def2-TZVPD basis

Positions of all 16 atoms, in Å:
C1 -0.95 -1.48 -0.69
C2 0.03 -0.58 -0.69
C3 -1.49 1.88 0.41
C4 1.00 -0.40 0.44
C5 2.37 -0.89 0.02
O1 2.67 -1.14 -1.12
H1 -1.59 0.82 0.17
H2 -1.12 -2.13 0.17
H3 -1.62 -1.59 -1.53
H4 0.16 0.08 -1.54
H5 -0.60 2.27 -0.10
H6 -2.38 2.41 0.05
H7 -1.38 2.00 1.49
H8 1.11 0.66 0.73
H9 0.68 -0.92 1.35
H10 3.11 -1.00 0.84

Summary:
* lowest unoccupied orbital energy: 0.939 eV
* HOMO-LUMO gap: 10.6785 eV
* E_tot: -7393.3069 eV
* structure (SMILES): C=CCC=O.C
* 2S+1: 1
* molar mass: 86.1 g/mol
* highest occupied orbital energy: -0.35792 hartree

# 13
C3H4N4 | the ωB97M-V functional and the def2-TZVPD basis

Positions of all 11 atoms, in Å:
C1 0.79 -0.48 -0.82
C2 1.04 0.23 0.53
C3 -0.70 -0.18 -0.52
H1 1.23 -0.01 -1.73
H2 1.06 -1.52 -0.83
H3 1.65 1.14 0.48
H4 1.45 -0.37 1.31
N1 -0.44 0.43 0.62
N2 -1.58 0.76 1.23
N3 -2.48 0.32 0.43
N4 -2.00 -0.31 -0.69

Summary:
* lowest unoccupied orbital energy: 0.640 eV
* HOMO-LUMO gap: 11.2433 eV
* E_tot: -9133.1842 eV
* structure (SMILES): C1Cn2nnnc21
* 2S+1: 1
* molar mass: 96.1 g/mol
* highest occupied orbital energy: -0.38967 hartree

# 14
CH4N2S2 | the ωB97M-V functional and the def2-TZVPD basis

Positions of all 9 atoms, in Å:
C1 0.03 0.80 -0.29
H1 -2.89 -0.89 -1.01
H2 -0.22 -0.96 0.53
H3 -0.28 1.82 -0.04
H4 3.06 -0.21 1.33
N1 -0.71 -0.31 -0.49
N2 1.27 0.77 0.01
S1 -2.39 -0.34 0.11
S2 2.12 -0.68 -0.15

Summary:
* lowest unoccupied orbital energy: -0.259 eV
* HOMO-LUMO gap: 8.4547 eV
* E_tot: -25748.0203 eV
* 2S+1: 1
* molar mass: 108.2 g/mol
* highest occupied orbital energy: -0.32020 hartree